No. 1
Density functional theory data (wB97M-V/def2-TZVPD) for a 2-piece molecular cluster, C2H6O2S overall at a distorted geometry.

## Properties
LUMO energy   -0.4 eV
HOMO-LUMO gap   9.645 eV
Highest occupied orbital energy   -10.01 eV

```
! RIJCOSX wB97M-V def2-TZVPD def2/J DEFGRID3
* xyz 0 1
C -2.24265 0.15150 0.42436
C 3.38820 0.38902 -0.21407
O 1.19681 -0.87848 -0.50153
O -3.17516 -0.76818 -0.09911
S 2.08888 -0.28971 0.49252
H -2.58083 0.38646 1.43129
H -1.23492 -0.27144 0.46213
H -2.21966 1.07074 -0.17106
H 3.55322 0.38941 -1.27550
H 4.10388 0.86436 0.42330
H -2.87777 -1.04369 -0.97234
*
```

No. 2
Density functional theory data (wB97M-V/def2-TZVPD) for one molecule with the formula C2H6O2SSi at a distorted geometry.

## Properties
LUMO energy   0.6 eV
HOMO-LUMO gap   10.114 eV
Highest occupied orbital energy   -9.54 eV

```
! RIJCOSX wB97M-V def2-TZVPD def2/J DEFGRID3
* xyz 0 1
C 0.06342 0.46342 -0.33803
C -2.29254 0.33405 -0.64504
O 0.22036 1.53299 -0.90058
O -1.06975 -0.13464 -0.08927
Si 1.37663 -0.61359 0.58110
S 3.25298 0.43120 0.27669
H -3.04041 0.29255 0.17720
H -2.57014 -0.35097 -1.46866
H -2.17957 1.34400 -1.08495
H 1.37709 -2.04908 0.30341
H 1.30980 -0.67731 2.24946
H 3.55212 -0.57262 0.93868
*
```

No. 3
Density functional theory data (wB97M-V/def2-TZVPD) for C2H6O2Si2 as an isolated structure at a distorted geometry.

## Properties
LUMO energy (alpha / beta)   -0.3 / -3.3 eV
<S²>   2.01
HOMO-LUMO gap (alpha / beta)   6.650 / 6.483 eV
Highest occupied orbital energy (alpha / beta)   -6.98 / -9.82 eV

```
! RIJCOSX wB97M-V def2-TZVPD def2/J DEFGRID3
* xyz 0 3
C 2.23112 0.12598 -0.61971
C 1.65363 -0.10297 0.58552
O -1.27749 -0.40187 1.29229
O -1.56324 0.16930 -1.55890
Si -2.64385 0.26406 -0.53753
Si -0.02911 -1.01102 0.75766
H 3.26684 0.27451 -0.49743
H 1.69764 -0.11525 -1.46698
H 2.35987 -0.21789 1.45589
H -3.59210 -0.65417 -0.01065
H -2.95290 1.71533 -0.31825
H -0.08885 -2.52725 0.29962
*
```

No. 4
Density functional theory data (wB97M-V/def2-TZVPD) for a 2-piece molecular cluster, C2H6O3 overall at a distorted geometry.

## Properties
LUMO energy   0.7 eV
HOMO-LUMO gap   11.192 eV
Highest occupied orbital energy   -10.52 eV

```
! RIJCOSX wB97M-V def2-TZVPD def2/J DEFGRID3
* xyz 0 1
C 1.32840 -0.62078 -0.22426
O 0.13827 -1.46097 -0.20862
H 2.21722 -1.23775 -0.29110
H 1.22807 0.09420 -1.04038
H 1.29723 -0.05278 0.70285
H 0.41435 -2.38890 -0.27423
O -0.65699 1.42924 1.41003
C -1.39551 1.49460 0.47005
O -1.71493 0.47920 -0.33546
H -1.90004 2.41793 0.15664
H -0.95606 -0.15400 -0.36553
*
```

No. 5
Density functional theory data (wB97M-V/def2-TZVPD) for a 2-piece molecular cluster, C2H6O3 overall at a distorted geometry.

## Properties
LUMO energy   0.7 eV
HOMO-LUMO gap   11.078 eV
Highest occupied orbital energy   -10.42 eV

```
! RIJCOSX wB97M-V def2-TZVPD def2/J DEFGRID3
* xyz 0 1
O -0.35938 1.92092 1.83191
O -0.25968 -0.25585 1.41960
C -0.38804 0.73274 2.20205
C 0.00000 0.00000 0.00000
H -0.57419 0.37141 3.23280
H -0.77938 0.62834 -0.46300
H -0.01251 -0.99053 -0.48507
H 0.98240 0.46782 -0.18068
O 1.70234 -0.30371 5.52796
H 2.47617 -0.49498 6.10490
H 1.59544 -1.11381 4.97973
*
```

No. 6
Density functional theory data (wB97M-V/def2-TZVPD) for a 2-piece molecular cluster, C2H6O3 overall at a distorted geometry.

## Properties
LUMO energy   0.7 eV
HOMO-LUMO gap   11.158 eV
Highest occupied orbital energy   -10.43 eV

```
! RIJCOSX wB97M-V def2-TZVPD def2/J DEFGRID3
* xyz 0 1
C 1.21050 1.26653 0.75686
O 0.98879 -0.12836 0.57210
H 2.27909 1.47387 0.60996
H 0.65089 1.83663 0.01623
H 0.93966 1.61362 1.75352
H 0.72849 -0.51335 1.41765
O -1.57441 -2.06003 -0.14100
C -1.65508 -1.37403 -1.11914
O -0.87658 -0.34778 -1.37556
H -2.46456 -1.44763 -1.86147
H -0.22679 -0.31947 -0.62915
*
```

No. 7
Density functional theory data (wB97M-V/def2-TZVPD) for a 2-piece molecular cluster, C2H6O3 overall at a distorted geometry.

## Properties
LUMO energy   0.8 eV
HOMO-LUMO gap   9.528 eV
Highest occupied orbital energy   -8.75 eV

```
! RIJCOSX wB97M-V def2-TZVPD def2/J DEFGRID3
* xyz 0 1
H 2.97510 3.27396 1.37258
C 4.53378 2.77232 1.33326
O 5.39184 3.58956 2.03842
O 4.69593 1.49408 1.35275
C 3.69519 0.57142 0.67400
H 4.88736 4.41327 2.00596
H 4.03333 -0.44178 0.93201
H 2.66331 0.76747 1.04012
H 3.72973 0.74621 -0.43392
O 2.05584 2.90213 1.48086
H 1.58943 3.57032 2.02946
*
```

No. 8
Density functional theory data (wB97M-V/def2-TZVPD) for a 2-piece molecular cluster, C2H6O3P overall at a distorted geometry.

## Properties
LUMO energy (alpha / beta)   4.2 / 4.2 eV
HOMO-LUMO gap (alpha / beta)   7.898 / 7.899 eV
Highest occupied orbital energy (alpha / beta)   -3.72 / -3.72 eV

```
! RIJCOSX wB97M-V def2-TZVPD def2/J DEFGRID3
* xyz -1 1
C 0.38118 0.00374 0.70637
C 0.46617 -0.10551 -0.74286
O -2.97048 1.37604 0.13598
O -2.98670 -1.02455 1.08069
O -0.51638 -0.72241 -1.35026
P -2.83643 -0.10774 -0.04460
H 0.25965 -1.12399 1.00642
H 1.14358 0.40002 1.20086
H -0.50653 0.48806 0.99219
H 1.44381 -0.70434 -0.81225
H 0.86537 0.90824 -1.26038
H -3.33289 -0.58276 -1.44468
*
```